Computed, not measured: one molecule with the formula C12H19O5P at a distorted geometry, with ωB97M-V/def2-TZVPD.

Properties
Molecular weight: 274.3 g/mol
E_HOMO: -8.69 eV
Maximum force: 1.5 eV Å⁻¹
LUMO: 0.57 eV
Relative energy (zero: lowest compared OMol25 entry of this formula, charge and spin): 2.3 kcal/mol
Orbital gap: 9.259 eV

Each line ends with the Löwdin charge.
CARTESIAN COORDINATES (ANGSTROEM)
C 2.3843 2.8393 1.3754  -0.068
C 1.6217 2.0950 0.2939  -0.270
H 2.3138 1.4952 -0.3066  0.114
H 1.0794 2.7874 -0.3559  0.121
O 0.6270 1.2383 0.8455  -0.198
P 1.0938 -0.1489 1.4818  0.517
O 2.3331 -0.7093 0.9382  -0.236
O 1.1607 0.1698 3.0615  -0.209
C 2.1116 -0.5229 3.8564  -0.289
C 1.6358 -1.9229 4.2041  -0.074
H 2.3332 -2.3889 4.8949  0.078
H 0.6512 -1.8838 4.6643  0.080
H 1.5840 -2.5221 3.2975  0.067
H 2.2385 0.0851 4.7561  0.121
H 3.0605 -0.5808 3.3137  0.110
C -0.4540 -1.1235 1.2395  -0.099
C -0.6297 -1.2513 -0.2235  -0.326
C -0.0424 -2.0969 -1.1291  0.001
C -0.5066 -1.6991 -2.3957  0.035
C -1.3472 -0.6292 -2.1839  -0.191
C -2.1012 0.1823 -3.1350  -0.358
O -2.0666 -0.0330 -4.3276  0.100
C -2.9101 1.2969 -2.5046  -0.171
C -3.6400 2.1336 -3.5448  -0.097
H -4.3136 1.5066 -4.1233  0.077
H -2.9274 2.5821 -4.2322  0.077
H -4.2146 2.9227 -3.0663  0.070
H -2.2300 1.9141 -1.9125  0.121
H -3.6184 0.8423 -1.8072  0.125
O -1.4129 -0.3641 -0.8514  0.085
H -0.2649 -2.1264 -3.3470  0.121
H 0.6375 -2.8926 -0.9054  0.118
H -1.2840 -0.5773 1.6825  0.114
H -0.3423 -2.0975 1.7120  0.104
H 3.0781 3.5427 0.9224  0.079
H 2.9418 2.1270 1.9800  0.069
H 1.6929 3.3784 2.0183  0.082

Forces on atoms 1 to 2 (eV/Å):
-0.25 -0.22 -0.12
0.53 0.54 -0.34